(1)
{
  "formula": "CH2F2O2P",
  "method": "the ωB97M-V functional and the def2-TZVPD basis",
  "elements": ["C", "O", "O", "F", "F", "P", "H", "H"],
  "xyz": [[0.22, -0.24, -0.34], [-0.81, -0.14, 2.36], [-0.39, 2.09, 1.21], [0.74, -1.45, -0.02], [0.22, -0.68, -2.79], [-0.04, 0.69, 1.41], [0.82, 0.17, -1.08], [-0.77, -0.44, -0.75]],
  "nbo_charge": [-0.150, -1.018, -1.023, -0.355, -0.925, 1.963, 0.258, 0.251],
  "homo_ev": [-4.63, -4.63],
  "gap_ev": [6.53, 6.53],
  "total_charge": -1
}

(2)
{
  "formula": "CH2F3N3",
  "method": "the ωB97M-V functional and the def2-TZVPD basis",
  "elements": ["H", "N", "C", "F", "N", "F", "N", "F", "H"],
  "xyz": [[-2.62, -0.51, 0.81], [-1.79, -0.44, 0.28], [-0.76, -0.11, 0.87], [-0.34, 0.19, 2.09], [0.36, 0.23, -0.07], [1.46, 0.24, 0.82], [0.81, 0.38, -1.44], [1.13, -0.90, -1.92], [1.75, 0.91, -1.44]],
  "nbo_charge": [0.372, -0.670, 0.778, -0.269, -0.019, -0.273, -0.043, -0.261, 0.385],
  "homo_ev": -10.10,
  "smiles": "[H]/N=C(\\F)N(F)NF",
  "gap_ev": 10.98,
  "total_charge": 0
}

(3)
{
  "formula": "CH2F3NOS",
  "method": "the ωB97M-V functional and the def2-TZVPD basis",
  "elements": ["C", "N", "O", "F", "F", "F", "S", "H", "H"],
  "xyz": [[1.06, 0.73, 0.86], [-1.30, -0.99, -1.22], [-0.90, -0.16, 1.25], [0.87, 0.59, -0.44], [1.46, 1.96, 1.20], [1.93, -0.10, 1.39], [-1.67, 0.07, 0.02], [-0.50, -1.63, -0.94], [-0.94, -0.47, -2.12]],
  "nbo_charge": [0.996, -1.047, -0.821, -0.342, -0.333, -0.316, 1.068, 0.400, 0.396],
  "homo_ev": [-8.64, -8.37],
  "gap_ev": [8.04, 8.65],
  "total_charge": 0
}

(4)
{
  "formula": "CH2F3NOS",
  "method": "the ωB97M-V functional and the def2-TZVPD basis",
  "elements": ["N", "S", "O", "F", "C", "F", "F", "H", "H"],
  "xyz": [[-1.33, -0.66, 0.41], [-0.39, 0.16, -0.48], [-0.50, 1.67, -0.55], [-0.18, -0.50, -1.95], [1.38, -0.31, 0.09], [1.34, -1.61, 0.24], [1.70, 0.22, 1.26], [-1.80, -0.02, 1.01], [2.10, -0.12, -0.71]],
  "nbo_charge": [-1.074, 2.060, -0.858, -0.466, 0.386, -0.311, -0.300, 0.405, 0.158],
  "homo_ev": -11.09,
  "smiles": "N=[S@](=O)(F)C(F)F",
  "gap_ev": 11.57,
  "total_charge": 0
}

(5)
{
  "formula": "CH2F3NP2",
  "method": "the ωB97M-V functional and the def2-TZVPD basis",
  "elements": ["C", "P", "F", "N", "P", "F", "F", "H", "H"],
  "xyz": [[1.95, 0.18, -0.04], [0.53, -0.69, 0.20], [0.84, -2.04, -0.55], [-1.00, -0.53, 0.31], [-1.96, 0.82, 0.56], [-3.31, 0.07, 0.19], [-1.73, 1.54, -0.88], [2.76, -0.58, -0.08], [1.92, 1.22, 0.28]],
  "nbo_charge": [-1.003, 1.963, -0.538, -1.398, 1.609, -0.573, -0.588, 0.271, 0.257],
  "homo_ev": -9.70,
  "smiles": "C=P(F)=NP(F)F",
  "gap_ev": 8.85,
  "total_charge": 0
}

(6)
{
  "formula": "CH2F3P",
  "method": "the ωB97M-V functional and the def2-TZVPD basis",
  "elements": ["C", "F", "F", "F", "P", "H", "H"],
  "xyz": [[-0.20, -1.75, -0.31], [-0.20, 2.76, 0.77], [1.25, 0.98, 1.18], [0.13, 1.00, -0.81], [-0.23, 1.02, 0.75], [-1.22, -2.15, -0.44], [0.47, -1.85, -1.14]],
  "nbo_charge": [-0.197, -0.614, -0.572, -0.584, 1.756, 0.106, 0.105],
  "homo_ev": [-10.03, -10.22],
  "gap_ev": [8.59, 8.63],
  "total_charge": 0
}

(7)
{
  "formula": "CH2F3P",
  "method": "the ωB97M-V functional and the def2-TZVPD basis",
  "elements": ["F", "C", "P", "F", "F", "H", "H"],
  "xyz": [[0.77, 0.78, -1.39], [0.46, 0.08, -0.22], [1.82, 0.38, 0.99], [1.30, 1.77, 1.89], [1.12, -0.55, 2.10], [0.40, -0.94, -0.59], [-0.67, 0.33, -0.04]],
  "nbo_charge": [-0.377, -0.365, 1.469, -0.583, -0.573, 0.209, 0.220],
  "homo_ev": -10.95,
  "smiles": "FCP(F)F",
  "gap_ev": 11.10,
  "total_charge": 0
}

(8)
{
  "formula": "CH2F6O2SSi2",
  "method": "the ωB97M-V functional and the def2-TZVPD basis",
  "elements": ["O", "S", "O", "Si", "Si", "F", "F", "F", "C", "F", "F", "F", "H", "H"],
  "xyz": [[1.74, -1.31, -2.11], [1.91, -0.40, -1.02], [2.56, 0.84, -1.35], [-0.12, -0.24, -0.14], [-1.24, -2.34, 0.06], [-2.35, -2.30, 1.22], [-2.11, -2.58, -1.25], [-0.87, -3.83, 0.57], [2.86, -1.48, 0.25], [4.05, -1.16, 0.66], [2.95, -2.74, -0.19], [2.08, -1.46, 1.36], [0.34, 1.04, 0.78], [-1.02, 0.37, -1.10]],
  "nbo_charge": [-0.933, 1.723, -0.876, 0.278, 2.053, -0.657, -0.638, -0.638, 0.743, -0.284, -0.296, -0.341, -0.042, -0.091],
  "homo_ev": -11.32,
  "smiles": "O=S(=O)([SiH2][Si](F)(F)F)C(F)(F)F",
  "gap_ev": 9.77,
  "total_charge": 0
}

(9)
{
  "formula": "CH2FN2O2",
  "method": "the ωB97M-V functional and the def2-TZVPD basis",
  "elements": ["C", "N", "N", "O", "O", "F", "H", "H"],
  "xyz": [[-0.17, 1.84, 0.80], [-0.59, -0.93, -0.69], [0.53, -1.22, -0.36], [0.80, 1.31, 1.26], [-1.09, 1.72, 0.03], [-0.43, 3.13, 1.80], [-1.15, -0.11, -0.41], [1.20, -0.36, 0.02]],
  "nbo_charge": [1.055, -0.363, -0.319, -0.693, -0.714, -0.611, 0.356, 0.290],
  "homo_ev": -4.09,
  "gap_ev": 8.56,
  "total_charge": -1
}

(10)
{
  "formula": "CH2FNO",
  "method": "the ωB97M-V functional and the def2-TZVPD basis",
  "elements": ["C", "N", "O", "F", "H", "H"],
  "xyz": [[-2.71, 0.21, 0.13], [0.01, -0.57, 0.27], [-3.39, 1.13, 0.05], [-3.02, -1.01, -0.11], [0.12, -0.21, -0.65], [-0.06, -1.63, 0.13]],
  "nbo_charge": [0.798, -0.578, -0.495, -0.305, 0.287, 0.294],
  "homo_ev": [-9.50, -11.35],
  "spin_multiplicity": 3,
  "gap_ev": [10.51, 9.54],
  "total_charge": 0
}

(11)
{
  "formula": "CH2FNO2",
  "method": "the ωB97M-V functional and the def2-TZVPD basis",
  "elements": ["O", "N", "O", "C", "F", "H", "H"],
  "xyz": [[-0.38, -1.64, 0.62], [-0.68, -0.55, 0.25], [-1.77, -0.02, 0.25], [0.47, 0.32, -0.24], [1.49, 0.27, 0.66], [0.79, 0.22, -1.23], [0.07, 1.38, -0.31]],
  "nbo_charge": [-0.329, 0.513, -0.363, 0.123, -0.320, 0.193, 0.183],
  "homo_ev": -11.82,
  "smiles": "O=[N+]([O-])CF",
  "gap_ev": 11.78,
  "total_charge": 0
}

(12)
{
  "formula": "CH2FNO2",
  "method": "the ωB97M-V functional and the def2-TZVPD basis",
  "elements": ["O", "C", "N", "O", "F", "H", "H"],
  "xyz": [[-0.19, -1.96, 0.77], [-0.06, -1.03, -0.01], [0.06, 0.26, 0.16], [0.51, 1.29, -0.57], [-0.19, 0.69, 1.62], [-0.01, -1.16, -1.07], [-0.13, 1.92, -0.91]],
  "nbo_charge": [-0.547, 0.464, 0.189, -0.463, -0.275, 0.136, 0.496],
  "homo_ev": -10.67,
  "smiles": "O=CN(O)F",
  "gap_ev": 10.66,
  "total_charge": 0
}

(13)
{
  "formula": "CH2FNO2S",
  "method": "the ωB97M-V functional and the def2-TZVPD basis",
  "elements": ["C", "N", "O", "O", "F", "S", "H", "H"],
  "xyz": [[-0.72, -0.66, -0.44], [-0.98, 0.34, 0.23], [2.30, -0.22, -1.18], [1.73, 0.38, 1.13], [-2.44, 0.95, 0.26], [1.99, -0.67, 0.19], [-1.42, -1.16, -0.93], [-0.47, 1.03, 0.72]],
  "nbo_charge": [0.007, -0.184, -0.832, -0.884, -0.388, 1.658, 0.190, 0.433],
  "homo_ev": -10.37,
  "gap_ev": 9.14,
  "total_charge": 0
}

(14)
{
  "formula": "CH2FNO3",
  "method": "the ωB97M-V functional and the def2-TZVPD basis",
  "elements": ["O", "N", "O", "C", "O", "F", "H", "H"],
  "xyz": [[-0.04, -1.91, 1.31], [-0.39, -1.48, 0.23], [-1.51, -1.31, -0.16], [0.63, -1.27, -0.84], [1.80, -0.82, -0.31], [1.32, 0.21, 0.62], [0.10, -0.54, -1.61], [0.80, -2.20, -1.29]],
  "nbo_charge": [-0.345, 0.514, -0.355, -0.012, -0.100, -0.141, 0.209, 0.230],
  "homo_ev": -11.68,
  "smiles": "O=[N+]([O-])COF",
  "gap_ev": 11.10,
  "total_charge": 0
}

(15)
{
  "formula": "CH2FO5PS",
  "method": "the ωB97M-V functional and the def2-TZVPD basis",
  "elements": ["C", "O", "O", "O", "O", "O", "F", "P", "S", "H", "H"],
  "xyz": [[2.41, -0.09, 0.12], [0.12, -1.28, -1.56], [-0.37, -2.62, 0.55], [-1.11, -0.21, 0.47], [-2.37, 1.85, 1.28], [1.35, -0.75, 0.72], [-3.03, 2.53, -0.96], [-0.08, -1.29, -0.06], [-2.11, 1.23, -0.03], [2.75, -0.29, -0.93], [2.44, 0.92, 0.39]],
  "nbo_charge": [-0.064, -1.216, -1.205, -1.138, -0.917, -0.809, -0.729, 2.533, 1.307, 0.131, 0.106],
  "homo_ev": [-1.01, -0.12],
  "gap_ev": [7.58, 6.60],
  "total_charge": -2
}

(16)
{
  "formula": "CH2FPS",
  "method": "the ωB97M-V functional and the def2-TZVPD basis",
  "elements": ["F", "P", "C", "S", "H", "H"],
  "xyz": [[-1.63, 0.03, -0.34], [-0.52, -1.07, -0.05], [0.79, 0.10, -0.32], [2.38, -0.25, -0.14], [-0.47, -0.88, 1.38], [0.41, 1.11, -0.72]],
  "nbo_charge": [-0.581, 0.998, -0.677, 0.089, -0.058, 0.230],
  "homo_ev": -9.06,
  "smiles": "FPC=S",
  "gap_ev": 8.16,
  "total_charge": 0
}

(17)
{
  "formula": "CH2FPS",
  "method": "the ωB97M-V functional and the def2-TZVPD basis",
  "elements": ["F", "P", "C", "S", "H", "H"],
  "xyz": [[1.65, 0.79, -0.61], [0.44, 1.32, 0.34], [-0.87, 0.39, -0.52], [-2.45, 0.53, -0.16], [0.60, 0.14, 1.34], [-0.54, -0.26, -1.32]],
  "nbo_charge": [-0.585, 0.978, -0.662, 0.102, -0.049, 0.216],
  "homo_ev": -9.09,
  "smiles": "FPC=S",
  "gap_ev": 8.18,
  "total_charge": 0
}

(18)
{
  "formula": "CH2FPSi",
  "method": "the ωB97M-V functional and the def2-TZVPD basis",
  "elements": ["C", "F", "Si", "P", "H", "H"],
  "xyz": [[-1.04, -0.44, 0.04], [-1.79, -1.51, -0.18], [0.68, 0.17, 0.08], [-1.36, 1.27, -0.11], [1.27, 0.85, 1.34], [2.23, -0.35, -1.16]],
  "nbo_charge": [-0.427, -0.306, 0.707, 0.233, -0.103, -0.105],
  "homo_ev": [-6.70, -9.54],
  "spin_multiplicity": 3,
  "gap_ev": [6.26, 6.73],
  "total_charge": 0
}

(19)
{
  "formula": "CH2GaLiO",
  "method": "the ωB97M-V functional and the def2-TZVPD basis",
  "elements": ["C", "O", "H", "Ga", "Li", "H"],
  "xyz": [[-0.06, -0.62, -0.22], [0.73, 0.35, 0.16], [-0.64, -1.05, 0.63], [1.27, -1.52, -1.18], [0.08, 2.00, 0.56], [-1.39, 0.84, 0.05]],
  "nbo_charge": [-0.122, -0.634, 0.276, 1.415, 0.983, 0.082],
  "homo_ev": [-21.41, -20.42],
  "gap_ev": [8.17, 8.03],
  "total_charge": 2
}

(20)
{
  "formula": "CH2I2O3",
  "method": "the ωB97M-V functional and the def2-TZVPD basis",
  "elements": ["C", "O", "O", "O", "I", "I", "H", "H"],
  "xyz": [[-0.37, -0.37, -0.18], [-1.08, -0.05, 0.87], [-0.95, -0.56, -1.32], [0.82, 1.52, 0.26], [1.17, -1.74, 0.12], [2.70, 1.20, 0.11], [-0.50, 0.02, 1.59], [-1.80, -0.03, -1.46]],
  "nbo_charge": [0.668, -0.645, -0.647, -1.005, 0.215, 0.369, 0.524, 0.522],
  "homo_ev": [-7.91, -7.91],
  "gap_ev": [7.28, 7.28],
  "total_charge": 0
}